[1]
One molecule with the formula C5H10N2O4S2. Source: the Open Molecules 2025 dataset; level of theory: ωB97M-V with the def2-TZVPD basis set.

```
23
Properties=species:S:1:pos:R:3:mulliken_charge:R:1
C -2.553 -2.015 2.184 -0.37
C 3.324 0.743 -2.488 -0.55
C -2.640 -0.763 1.979 -0.39
C 2.359 -0.093 -2.099 -0.32
C 0.590 0.173 1.409 -0.17
N -2.724 0.375 -0.402 -0.72
N 1.317 2.377 -0.438 -0.63
O -1.037 -1.541 0.034 -0.64
O -0.165 0.467 -1.950 -0.53
O -0.657 0.716 1.122 -0.34
O 1.289 -0.272 0.244 -0.31
S -1.750 -0.352 0.439 1.13
S 1.036 0.645 -1.134 0.97
H -2.834 -2.447 3.129 0.29
H -2.228 -2.669 1.320 0.22
H 4.097 0.437 -3.319 0.19
H 3.605 1.674 -2.178 0.39
H -2.902 -0.010 2.719 0.35
H 2.127 -1.139 -2.355 0.33
H 0.638 -0.727 2.050 0.28
H 1.093 0.921 2.052 0.29
H -2.634 0.655 -1.334 0.30
H 0.650 2.845 -0.986 0.22
```

Results
- HOMO level: -8.81 eV
- HOMO-LUMO gap: 9.39 eV
- SMILES string: C=C[S@](=N)(=O)OCO[S@](=N)(=O)C=C


[2]
One molecule with the formula C4H8O3. Source: the Open Molecules 2025 dataset; level of theory: ωB97M-V with the def2-TZVPD basis set.

```
15
Properties=species:S:1:pos:R:3:mulliken_charge:R:1
C -1.611 1.041 -0.744 -1.47
C -0.353 0.570 -0.032 0.56
O -0.590 0.747 1.343 -0.57
C -0.020 -0.887 -0.390 -0.60
O 1.402 -1.152 -0.467 -0.29
C 2.155 -0.951 0.601 0.20
O 1.777 -0.613 1.703 -0.57
H -2.460 0.392 -0.502 0.35
H -1.478 1.070 -1.831 0.40
H -1.849 2.047 -0.391 0.35
H 0.499 1.184 -0.379 0.19
H 0.169 0.366 1.815 0.42
H -0.360 -1.135 -1.398 0.31
H -0.491 -1.569 0.329 0.34
H 3.211 -1.109 0.342 0.37
```

Results
- HOMO level: -10.25 eV
- HOMO-LUMO gap: 11.10 eV
- SMILES string: C[C@@H](O)COC=O


[3]
A 13-piece molecular cluster, C13H39N13O26 overall. Source: the Open Molecules 2025 dataset; level of theory: ωB97M-V with the def2-TZVPD basis set.

```
91
Properties=species:S:1:pos:R:3:mulliken_charge:R:1
C 6.055 -2.547 2.640 -0.67
N 6.070 -1.643 1.461 0.82
O 6.241 -2.110 0.338 -0.51
O 5.944 -0.418 1.630 -0.51
H 5.106 -2.521 3.176 0.28
H 6.815 -2.109 3.286 0.29
H 6.286 -3.528 2.224 0.30
C 0.641 0.643 0.182 -0.74
N -0.449 0.875 -0.821 0.85
O -1.556 1.191 -0.412 -0.48
O -0.183 0.738 -2.019 -0.51
H 1.050 1.635 0.376 0.29
H 1.385 0.024 -0.320 0.33
H 0.258 0.168 1.085 0.28
C -4.053 -0.487 7.485 -0.68
N -3.206 0.203 6.488 0.82
O -2.616 1.210 6.839 -0.50
O -3.187 -0.215 5.324 -0.50
H -3.663 -0.203 8.462 0.31
H -4.093 -1.570 7.372 0.25
H -5.085 -0.137 7.474 0.30
C 0.529 0.662 -7.456 -0.72
N 0.322 0.140 -8.850 0.87
O 0.552 0.897 -9.776 -0.51
O 0.078 -1.052 -9.007 -0.52
H -0.496 0.924 -7.191 0.28
H 1.172 1.541 -7.423 0.32
H 0.930 -0.108 -6.797 0.28
C -4.493 -4.407 1.254 -0.70
N -3.251 -4.790 0.576 0.86
O -3.165 -5.832 -0.056 -0.52
O -2.287 -4.058 0.631 -0.50
H -5.272 -4.053 0.578 0.29
H -4.242 -3.662 2.009 0.28
H -4.881 -5.307 1.731 0.29
C 3.683 -6.850 -1.649 -0.65
N 2.938 -6.238 -0.513 0.85
O 2.910 -5.063 -0.438 -0.50
O 2.539 -6.967 0.381 -0.54
H 4.682 -7.014 -1.246 0.26
H 3.486 -6.245 -2.534 0.28
H 3.078 -7.722 -1.897 0.29
C -7.190 0.076 -0.453 -0.69
N -7.614 1.392 -0.970 0.79
O -8.610 1.468 -1.704 -0.49
O -6.905 2.437 -0.806 -0.49
H -6.147 0.014 -0.763 0.28
H -7.824 -0.574 -1.056 0.33
H -7.331 0.051 0.628 0.27
C 4.151 6.334 2.297 -0.64
N 2.723 6.766 2.310 0.81
O 2.430 7.799 2.937 -0.51
O 1.916 6.176 1.628 -0.48
H 4.555 6.918 3.124 0.30
H 4.581 6.502 1.309 0.26
H 4.126 5.265 2.507 0.26
C 0.767 5.731 -3.301 -0.74
N 1.467 6.959 -3.043 0.90
O 0.936 8.025 -3.183 -0.52
O 2.648 6.909 -2.709 -0.53
H -0.104 5.862 -3.943 0.31
H 0.314 5.369 -2.378 0.28
H 1.429 4.987 -3.744 0.29
C -3.153 4.951 3.019 -0.70
N -3.906 5.875 2.064 0.84
O -3.358 6.233 1.013 -0.50
O -5.068 6.175 2.348 -0.51
H -3.889 4.378 3.585 0.31
H -2.647 5.550 3.776 0.28
H -2.385 4.403 2.475 0.27
C -1.546 -3.923 -4.700 -0.75
N -2.713 -4.844 -4.756 0.89
O -2.474 -5.962 -5.172 -0.52
O -3.781 -4.450 -4.322 -0.52
H -0.702 -4.431 -4.234 0.26
H -1.884 -3.039 -4.160 0.32
H -1.329 -3.563 -5.706 0.32
C 7.112 2.315 -2.501 -0.68
N 5.832 2.264 -3.296 0.83
O 4.856 1.923 -2.644 -0.49
O 5.789 2.490 -4.473 -0.52
H 7.848 3.006 -2.913 0.30
H 7.521 1.314 -2.370 0.28
H 6.966 2.652 -1.474 0.28
C -0.947 -4.650 5.345 -0.67
N -0.119 -4.381 6.564 0.87
O 0.937 -5.002 6.630 -0.52
O -0.459 -3.579 7.397 -0.53
H -0.523 -4.047 4.543 0.28
H -1.996 -4.397 5.503 0.25
H -0.880 -5.725 5.173 0.30
```

Results
- HOMO level: -10.67 eV
- HOMO-LUMO gap: 10.28 eV


[4]
C3H4CuLiO3 as an isolated structure. Source: the Open Molecules 2025 dataset; level of theory: ωB97M-V with the def2-TZVPD basis set.

```
12
Properties=species:S:1:pos:R:3:mulliken_spin:R:1
H -1.248 0.714 -3.175 0.13
C 1.497 0.231 1.384 0.02
C 0.402 -0.355 0.545 0.00
O 0.561 0.089 -0.788 0.02
C -0.527 0.510 -1.415 0.00
O -0.229 0.916 -2.592 0.02
O 1.716 -0.138 2.519 0.00
Cu -2.692 -0.339 -1.452 0.82
H 2.147 0.992 0.909 0.00
H -0.566 -0.062 0.982 0.00
H 0.447 -1.454 0.590 -0.01
Li 1.349 -1.233 3.970 0.00
```

Results
- HOMO level (alpha / beta): -8.74 / -11.90 eV
- Charge: +1
- Spin multiplicity: 2
- HOMO-LUMO gap (alpha / beta): 3.98 / 7.14 eV